# 1
Computed, not measured: a cluster of 2 separate species, H9P7S in total in a non-equilibrium geometry, with the ωB97M-V functional and the def2-TZVPD basis.

Geometry as ORCA input:
```
! RIJCOSX wB97M-V def2-TZVPD def2/J DEFGRID3
* xyz 0 1
H 2.776 -3.327 -0.098
P 2.627 -1.829 0.204
S 2.360 -1.148 -1.736
H 3.947 -1.822 0.464
P 0.542 2.001 -0.059
H -2.206 -2.319 0.399
H -5.181 0.199 -0.559
P 1.249 3.669 1.167
P -1.352 -1.349 0.059
H 1.169 -0.564 -1.473
H 2.152 2.843 1.841
P -1.336 2.010 0.513
P -2.361 0.478 -0.618
H -1.076 -1.945 -1.245
P -4.193 0.229 0.492
H 0.187 3.684 2.019
H -4.522 1.520 1.043
*
```

HOMO: -8.10 eV
SMILES: PP(#[PH2])P=P#[PH2].PS
Gap between HOMO and LUMO: 7.0 eV
Relative energy (zero: lowest compared OMol25 entry of this formula, charge and spin): 87.3 kJ/mol
Strongest force on any atom: 0.0625 hartree/bohr

# 2
Computed, not measured: a structure of composition HI2PS2 in a non-equilibrium geometry, with the ωB97M-V functional and the def2-TZVPD basis.

Geometry as ORCA input:
```
! RIJCOSX wB97M-V def2-TZVPD def2/J DEFGRID3
* xyz 0 1
I -2.857 2.427 -0.027
I -5.419 -1.015 0.255
S -3.456 -1.048 -1.182
S -0.649 -0.388 -1.007
H -0.188 -1.543 -0.466
P -2.337 -0.003 0.220
*
```

HOMO: -9.03 eV
Gap between HOMO and LUMO: 8.0 eV
Relative energy (zero: lowest compared OMol25 entry of this formula, charge and spin): 20.8 kJ/mol
Strongest force on any atom: 0.0233 hartree/bohr

# 3
Computed, not measured: the molecule HINOP in a non-equilibrium geometry, with the ωB97M-V functional and the def2-TZVPD basis.

Geometry as ORCA input:
```
! RIJCOSX wB97M-V def2-TZVPD def2/J DEFGRID3
* xyz 0 1
I 2.219 1.042 -0.131
N -0.078 -1.085 -0.053
P 0.015 0.391 0.704
O -1.272 -1.642 -0.279
H -0.884 1.294 -0.241
*
```

HOMO (spin up / spin down): -9.85 / -9.54 eV
SMILES: O=NPI
Gap between HOMO and LUMO (spin up / spin down): 8.0 / 7.7 eV
Relative energy (zero: lowest compared OMol25 entry of this formula, charge and spin): 133.1 kJ/mol
Strongest force on any atom: 0.1413 hartree/bohr

# 4
Computed, not measured: a structure of composition HN2O3S in a non-equilibrium geometry, with the ωB97M-V functional and the def2-TZVPD basis.

Geometry as ORCA input:
```
! RIJCOSX wB97M-V def2-TZVPD def2/J DEFGRID3
* xyz -1 1
O 0.927 -1.049 -0.923
N -0.809 1.216 0.519
O 0.257 -1.780 1.326
S -0.095 -1.754 -0.111
N 0.083 1.678 0.012
H -1.379 -0.539 -0.439
O 1.016 2.228 -0.384
*
```

HOMO: -2.89 eV
Gap between HOMO and LUMO: 7.0 eV
Relative energy (zero: lowest compared OMol25 entry of this formula, charge and spin): 422.9 kJ/mol
Strongest force on any atom: 0.0833 hartree/bohr

# 5
Computed, not measured: a cluster of 2 separate species, HN3O5S in total in a non-equilibrium geometry, with the ωB97M-V functional and the def2-TZVPD basis.

Geometry as ORCA input:
```
! RIJCOSX wB97M-V def2-TZVPD def2/J DEFGRID3
* xyz 0 3
N 2.271 -0.158 0.112
N -0.543 0.413 0.961
O -3.050 -0.949 -0.953
H 2.965 -0.856 0.337
N -2.107 -0.986 -0.259
O -1.856 0.304 0.352
O 1.462 1.755 -1.115
O -0.390 1.430 1.495
O -1.358 -1.845 0.012
S 2.606 0.891 -0.943
*
```

HOMO (spin up / spin down): -8.47 / -11.11 eV
⟨S²⟩: 2.01
Gap between HOMO and LUMO (spin up / spin down): 7.6 / 8.4 eV
Strongest force on any atom: 0.0780 hartree/bohr

# 6
Computed, not measured: a cluster of 2 separate species, HN3OS in total in a non-equilibrium geometry, with the ωB97M-V functional and the def2-TZVPD basis.

Geometry as ORCA input:
```
! RIJCOSX wB97M-V def2-TZVPD def2/J DEFGRID3
* xyz 0 1
O 2.330 -1.288 -0.009
N -0.261 1.589 0.053
N -0.939 0.724 -0.023
N -1.733 -0.161 -0.164
H -1.667 -1.054 0.190
S 2.270 0.191 -0.047
*
```

HOMO (spin up / spin down): -9.25 / -9.22 eV
Gap between HOMO and LUMO (spin up / spin down): 7.7 / 7.7 eV
Relative energy (zero: lowest compared OMol25 entry of this formula, charge and spin): 44.1 kJ/mol
Strongest force on any atom: 0.0652 hartree/bohr

# 7
Computed, not measured: a cluster of 2 separate species, HNO2S in total in a non-equilibrium geometry, with the ωB97M-V functional and the def2-TZVPD basis.

Geometry as ORCA input:
```
! RIJCOSX wB97M-V def2-TZVPD def2/J DEFGRID3
* xyz 0 1
S -0.328 1.627 -1.202
O 0.377 -0.575 0.558
N 0.301 0.350 -1.253
H 0.028 -1.396 0.360
O -0.377 -0.006 1.537
*
```

HOMO (spin up / spin down): -10.63 / -7.98 eV
Gap between HOMO and LUMO (spin up / spin down): 10.0 / 6.5 eV
Relative energy (zero: lowest compared OMol25 entry of this formula, charge and spin): 498.2 kJ/mol
Strongest force on any atom: 0.0996 hartree/bohr

# 8
Computed, not measured: a cluster of 2 separate species, HNO2S2 in total in a non-equilibrium geometry, with the ωB97M-V functional and the def2-TZVPD basis.

Geometry as ORCA input:
```
! RIJCOSX wB97M-V def2-TZVPD def2/J DEFGRID3
* xyz 0 1
H 2.448 -0.281 -0.058
S 1.423 -0.565 -0.710
O -0.426 1.216 -0.289
N -1.306 0.648 0.209
O -2.483 0.697 0.380
S 0.344 -1.715 0.469
*
```

HOMO (spin up / spin down): -9.30 / -8.99 eV
Gap between HOMO and LUMO (spin up / spin down): 7.5 / 7.9 eV
Relative energy (zero: lowest compared OMol25 entry of this formula, charge and spin): 229.4 kJ/mol
Strongest force on any atom: 0.0676 hartree/bohr

# 9
Computed, not measured: the molecule HNO3S in a non-equilibrium geometry, with the ωB97M-V functional and the def2-TZVPD basis.

Geometry as ORCA input:
```
! RIJCOSX wB97M-V def2-TZVPD def2/J DEFGRID3
* xyz 0 1
O 1.138 -0.097 -1.866
N -1.515 0.203 0.606
H 1.765 -0.664 0.204
O -0.134 0.362 0.341
S 0.655 -0.769 -0.693
O -1.909 0.965 1.408
*
```

HOMO: -10.57 eV
Gap between HOMO and LUMO: 10.2 eV
Relative energy (zero: lowest compared OMol25 entry of this formula, charge and spin): 93.2 kJ/mol
Strongest force on any atom: 0.0369 hartree/bohr

# 10
Computed, not measured: the molecule HNO3S in a non-equilibrium geometry, with the ωB97M-V functional and the def2-TZVPD basis.

Geometry as ORCA input:
```
! RIJCOSX wB97M-V def2-TZVPD def2/J DEFGRID3
* xyz 0 1
N 1.054 -0.194 -0.090
H -2.222 -0.358 0.250
S -1.585 0.809 0.335
O -0.145 0.653 -0.377
O 1.948 0.207 -0.753
O 0.950 -1.117 0.635
*
```

HOMO: -9.86 eV
Gap between HOMO and LUMO: 9.9 eV
Relative energy (zero: lowest compared OMol25 entry of this formula, charge and spin): 186.0 kJ/mol
Strongest force on any atom: 0.0367 hartree/bohr